Entry 1:
C6H7NO2 | ωB97M-V/def2-TZVPD

**LUMO level**: 0.181 eV
**HOMO energy**: -9.6 eV
**Gap between HOMO and LUMO**: 9.8 eV
**Maximum force**: 7.07 eV Å⁻¹
**DFT total energy**: -11915.341 eV

Last column: Mulliken charge in e.
Cartesian coordinates (Å):
C1 -2.12 -0.21 0.00  -1.227
C2 0.66 -1.57 0.01  -1.315
C3 0.65 1.09 -0.18  0.369
C4 -1.22 0.98 0.01  0.917
C5 0.92 -0.12 0.03  0.479
O1 0.97 2.35 -0.02  -0.494
C6 2.88 0.18 0.04  -0.047
O2 -1.61 2.12 0.05  -0.579
N1 3.91 -0.35 -0.01  -0.515
H1 0.12 2.86 0.04  0.413
H2 -1.96 -0.81 0.90  0.306
H3 -3.17 0.12 0.00  0.342
H4 -1.96 -0.80 -0.90  0.313
H5 1.63 -2.07 0.01  0.411
H6 0.15 -1.88 -0.91  0.325
H7 0.14 -1.90 0.91  0.303

Entry 2:
CHF3N2O | ωB97M-V/def2-TZVPD

**LUMO level**: 0.793 eV
**SMILES string**: O=NNC(F)(F)F
**HOMO energy**: -9.7 eV
**Gap between HOMO and LUMO**: 10.5 eV
**Maximum force**: 5.30 eV Å⁻¹
**DFT total energy**: -14230.352 eV

Last column: Mulliken charge in e.
Cartesian coordinates (Å):
C1 1.94 -0.44 -0.02  0.776
N1 -0.57 -1.24 0.41  0.016
N2 0.40 -1.06 -0.46  0.099
O1 -1.61 -1.63 0.00  -0.456
F1 2.25 0.20 -1.12  -0.230
F2 1.95 0.29 1.07  -0.176
F3 2.76 -1.46 0.16  -0.216
H1 0.49 -1.22 -1.45  0.187

Entry 3:
C25H36ClIP3Re | ωB97M-V/def2-TZVPD

**LUMO level (spin up / spin down)**: -12.618 / -12.821 eV
**HOMO energy (spin up / spin down)**: -17.3 / -17.3 eV
**Gap between HOMO and LUMO (spin up / spin down)**: 4.7 / 4.5 eV
**Spin multiplicity**: 4
**Total charge**: +3
**<S²>**: 3.7888
**Maximum force**: 7.09 eV Å⁻¹
**DFT total energy**: -77099.880 eV

Last column: Mulliken charge in e.
Cartesian coordinates (Å):
C1 -1.54 0.00 -5.20  -0.784
I1 -1.02 0.00 -3.08  0.177
H1 -0.62 0.09 -5.79  0.336
H2 -2.20 0.85 -5.40  0.305
H3 -2.04 -0.94 -5.42  0.299
Re1 0.25 0.15 0.22  0.718
P1 0.14 2.36 -0.10  1.047
C2 -1.43 3.25 -0.11  -1.062
C3 1.16 3.38 1.02  -1.185
H4 1.12 4.41 0.63  0.576
H5 0.85 3.91 -1.76  0.473
H6 2.20 3.03 1.00  0.328
H7 1.79 2.37 -1.87  0.396
H8 -1.95 3.10 0.85  0.223
H9 0.77 3.34 2.04  0.293
C4 0.80 2.81 -1.74  -1.145
H10 -1.20 4.32 -0.25  0.530
H11 0.13 2.42 -2.52  0.313
H12 -2.05 2.87 -0.94  0.363
P2 0.14 -2.11 0.20  0.926
C5 -1.38 -3.10 0.31  -1.098
C6 0.82 -2.89 -1.29  -1.154
H13 2.18 -2.54 1.44  0.302
H14 1.18 -4.01 1.22  0.662
H15 0.76 -2.81 2.47  0.233
C7 1.16 -2.94 1.47  -1.190
H16 1.82 -2.51 -1.49  0.412
H17 0.87 -3.97 -1.10  0.495
H18 -1.09 -4.16 0.28  0.549
H19 -2.01 -2.87 -0.55  0.411
H20 0.16 -2.68 -2.14  0.376
H21 -1.92 -2.89 1.23  0.187
Cl1 2.29 0.04 -0.89  -0.183
C8 -1.41 3.52 5.57  -0.572
C9 -0.10 3.04 5.55  -0.840
C10 0.35 2.21 4.52  0.006
C11 -0.55 1.68 3.57  0.618
C12 -1.84 2.24 3.54  -0.526
C13 -2.27 3.12 4.54  -1.073
P3 -0.14 0.27 2.43  0.608
C14 1.33 -0.28 3.46  0.542
C15 2.56 0.14 2.94  -0.212
C16 3.77 -0.17 3.58  -0.775
C17 3.72 -0.92 4.76  -0.655
C18 2.50 -1.32 5.30  -0.922
C19 1.29 -0.93 4.69  -0.151
C20 -1.69 -0.72 2.75  1.192
C21 -1.77 -1.83 3.61  -0.994
C22 -3.00 -2.49 3.73  -0.801
C23 -4.11 -2.11 2.97  -0.734
C24 -4.01 -1.05 2.07  -0.871
C25 -2.79 -0.37 1.96  -0.222
H22 -1.74 4.23 6.34  0.451
H23 0.59 3.33 6.34  0.457
H24 1.41 1.93 4.51  0.544
H25 -2.55 1.94 2.78  0.424
H26 -3.28 3.51 4.51  0.477
H27 2.61 0.72 2.01  0.074
H28 4.72 0.15 3.15  0.493
H29 4.66 -1.20 5.26  0.434
H30 2.47 -1.94 6.21  0.471
H31 0.34 -1.12 5.20  0.564
H32 -0.90 -2.17 4.17  0.152
H33 -3.07 -3.32 4.44  0.475
H34 -5.05 -2.65 3.07  0.463
H35 -4.85 -0.75 1.45  0.486
H36 -2.69 0.41 1.21  0.287

Entry 4:
C16H24Br4NO15 | ωB97M-V/def2-TZVPD

**LUMO level**: 1.554 eV
**HOMO energy**: -4.9 eV
**Gap between HOMO and LUMO**: 6.4 eV
**Total charge**: -1
**Maximum force**: 4.58 eV Å⁻¹
**DFT total energy**: -329350.578 eV

Last column: Mulliken charge in e.
Cartesian coordinates (Å):
N1 -0.13 -0.87 -0.42  0.977
O1 -0.49 -0.56 -1.55  -0.664
O2 1.06 -0.95 -0.11  -0.653
O3 -0.89 -1.19 0.50  -0.659
Br1 5.73 2.36 0.27  -0.174
C1 5.61 2.39 -1.71  -0.710
C2 5.18 3.72 -2.32  -0.410
Br2 5.28 3.39 -4.23  -0.159
H1 5.05 1.51 -2.03  0.417
H2 6.67 2.22 -1.92  0.356
H3 5.85 4.56 -2.13  0.329
H4 4.17 4.05 -2.07  0.352
Br3 6.42 -3.61 3.94  -0.134
C3 5.73 -3.71 2.09  -0.631
C4 4.65 -4.78 1.97  -0.540
Br4 5.28 -6.53 2.67  -0.150
H5 6.67 -3.83 1.54  0.350
H6 5.35 -2.76 1.72  0.384
H7 4.35 -4.95 0.94  0.379
H8 3.78 -4.42 2.52  0.342
C5 2.49 1.21 5.23  -0.198
C6 1.32 0.25 5.15  -0.314
O4 0.67 0.51 6.35  -0.323
C7 0.99 1.72 6.79  0.692
O5 0.62 2.12 7.89  -0.563
O6 2.04 2.22 6.07  -0.316
H9 2.59 1.64 4.24  0.263
H10 3.38 0.63 5.49  0.262
H11 1.58 -0.80 5.21  0.220
H12 0.66 0.38 4.29  0.275
C8 -2.92 -7.64 1.46  -0.204
C9 -3.30 -6.26 2.04  -0.283
O7 -4.04 -6.61 3.19  -0.319
C10 -3.83 -7.86 3.52  0.732
O8 -4.24 -8.39 4.56  -0.588
O9 -3.37 -8.49 2.45  -0.331
H13 -1.84 -7.76 1.32  0.244
H14 -3.41 -7.79 0.49  0.251
H15 -3.93 -5.73 1.34  0.230
H16 -2.50 -5.57 2.27  0.270
C11 -4.79 2.51 -1.18  -0.185
C12 -4.18 3.83 -0.91  -0.252
O10 -5.14 4.67 -0.41  -0.332
C13 -6.34 4.09 -0.65  0.693
O11 -7.41 4.68 -0.65  -0.564
O12 -6.14 2.87 -1.13  -0.326
H17 -4.53 1.78 -0.40  0.251
H18 -4.54 2.12 -2.17  0.228
H19 -3.76 4.21 -1.84  0.184
H20 -3.32 3.73 -0.24  0.305
C14 -1.26 4.09 -6.07  -0.214
C15 -1.14 4.25 -7.57  -0.333
O13 -2.39 4.42 -8.12  -0.328
C16 -3.28 4.10 -7.21  0.701
O14 -4.50 4.11 -7.39  -0.584
O15 -2.70 3.90 -6.05  -0.305
H21 -1.00 5.02 -5.57  0.250
H22 -0.72 3.23 -5.68  0.281
H23 -0.61 3.43 -8.05  0.274
H24 -0.53 5.15 -7.71  0.258

Entry 5:
CH10O6 | ωB97M-V/def2-TZVPD

**LUMO level (spin up / spin down)**: -5.694 / -10.682 eV
**HOMO energy (spin up / spin down)**: -14.6 / -14.6 eV
**Gap between HOMO and LUMO (spin up / spin down)**: 8.9 / 3.9 eV
**Spin multiplicity**: 2
**Total charge**: +1
**<S²>**: 0.7558
**Maximum force**: 2.91 eV Å⁻¹
**DFT total energy**: -13473.357 eV

Last column: Mulliken charge in e.
Cartesian coordinates (Å):
O1 0.61 -0.74 -1.64  -0.033
C1 1.00 -1.28 -0.60  0.422
O2 1.90 -0.72 0.16  -0.193
H1 0.67 -2.24 -0.18  0.380
H2 1.95 0.24 -0.05  0.354
H3 -1.93 -1.76 1.68  0.318
H4 -1.48 -2.93 2.53  0.313
O3 -2.12 -2.69 1.84  -0.616
H5 -2.16 2.71 -2.99  0.327
H6 -2.19 1.48 -2.32  0.290
O4 -2.56 2.38 -2.17  -0.616
H7 0.90 2.76 -0.90  0.351
H8 2.17 2.54 -1.49  0.352
O5 1.74 2.35 -0.63  -0.665
H9 -0.40 0.76 2.99  0.334
H10 -0.18 -0.67 3.27  0.303
O6 0.04 -0.01 2.60  -0.623

Entry 6:
C53H50Br2N2O2Ru | ωB97M-V/def2-TZVPD

**LUMO level (spin up / spin down)**: 2.002 / 1.186 eV
**HOMO energy (spin up / spin down)**: -3.9 / -5.5 eV
**Gap between HOMO and LUMO (spin up / spin down)**: 5.9 / 6.6 eV
**Spin multiplicity**: 6
**Total charge**: -1
**<S²>**: 8.7962
**Maximum force**: 0.58 eV Å⁻¹
**DFT total energy**: -205517.303 eV

Last column: Mulliken charge in e.
Cartesian coordinates (Å):
Ru1 0.39 -0.02 1.62  -1.162
C1 0.63 2.83 -2.71  -1.621
C2 0.25 2.73 -1.23  1.988
C3 0.80 3.93 -0.46  -1.761
C4 -1.25 2.57 -1.05  1.030
C5 -2.06 3.64 -1.44  -0.150
C6 -3.43 3.60 -1.26  -1.589
C7 -3.99 2.48 -0.66  -0.511
C8 -3.22 1.38 -0.27  1.061
C9 -3.99 0.22 0.34  0.100
C10 -3.95 -1.04 -0.53  -0.930
C11 -3.59 -0.02 1.80  -1.183
C12 -1.83 1.42 -0.51  -0.827
N1 -0.96 0.30 -0.24  2.168
C13 -0.54 -0.35 -1.32  -0.794
C14 0.68 -1.11 -1.34  -0.182
N2 1.51 -1.14 -0.31  2.347
C15 2.84 -1.59 -0.57  -1.066
C16 3.27 -2.89 -0.20  0.811
C17 4.58 -3.28 -0.50  -1.002
C18 5.47 -2.43 -1.13  -1.586
C19 5.04 -1.17 -1.48  -0.589
C20 3.75 -0.73 -1.22  0.936
C21 3.38 0.66 -1.73  2.131
C22 4.35 1.73 -1.22  -1.803
C23 3.37 0.69 -3.26  -1.495
C24 2.43 -3.93 0.52  0.489
C25 2.30 -3.56 2.00  -1.365
C26 1.09 -4.26 -0.14  -1.409
C27 0.84 -1.68 -2.70  -0.535
C28 1.75 -2.49 -3.32  0.587
C29 1.57 -2.80 -4.69  -1.276
C30 0.53 -2.31 -5.43  -0.961
C31 -0.43 -1.47 -4.81  0.753
C32 -1.56 -0.87 -5.43  -0.998
C33 -2.39 -0.06 -4.70  -1.289
C34 -2.17 0.21 -3.32  0.301
C35 -1.10 -0.36 -2.69  0.027
C36 -0.24 -1.19 -3.46  0.055
H1 1.71 2.95 -2.82  0.478
H2 0.15 3.71 -3.17  0.465
H3 0.32 1.95 -3.28  0.229
H4 0.73 1.84 -0.81  -1.637
H5 0.39 4.87 -0.85  0.350
H6 1.89 3.98 -0.57  0.355
H7 0.57 3.86 0.60  0.233
H8 -1.60 4.51 -1.88  0.366
H9 -4.05 4.43 -1.56  0.382
H10 -5.06 2.45 -0.49  0.289
H11 -5.03 0.55 0.35  0.528
H12 -2.93 -1.36 -0.73  -0.283
H13 -4.43 -0.85 -1.49  0.334
H14 -4.47 -1.86 -0.03  0.545
H15 -2.53 -0.16 1.92  0.004
H16 -4.09 -0.90 2.20  0.519
H17 -3.87 0.84 2.41  0.276
H18 4.89 -4.27 -0.22  0.366
H19 6.48 -2.76 -1.35  0.362
H20 5.73 -0.50 -1.99  0.319
H21 2.39 0.90 -1.35  -1.284
H22 5.35 1.60 -1.64  0.426
H23 4.42 1.72 -0.13  0.345
H24 3.99 2.72 -1.52  0.334
H25 4.34 0.37 -3.65  0.433
H26 3.18 1.70 -3.62  0.499
H27 2.61 0.03 -3.68  0.084
H28 3.02 -4.85 0.48  0.648
H29 1.95 -2.54 2.10  0.125
H30 3.27 -3.61 2.49  0.478
H31 1.60 -4.21 2.52  0.418
H32 0.41 -3.42 -0.13  -0.132
H33 0.61 -5.08 0.39  0.512
H34 1.24 -4.57 -1.18  0.417
H35 2.62 -2.89 -2.79  0.553
H36 2.30 -3.45 -5.17  0.436
H37 0.43 -2.57 -6.48  0.398
H38 -1.76 -1.04 -6.48  0.387
H39 -3.24 0.40 -5.18  0.450
H40 -2.86 0.87 -2.80  0.559
Br1 2.53 1.18 1.89  -0.584
C37 0.70 -0.94 3.45  0.328
C38 1.32 -0.86 4.66  -0.653
C39 0.98 -1.86 5.62  -0.861
C40 0.08 -2.88 5.38  -0.980
C41 -0.56 -2.97 4.12  0.549
C42 -1.45 -3.94 3.60  -1.191
C43 -1.88 -3.85 2.30  -1.453
C44 -1.49 -2.81 1.41  0.059
C45 -0.64 -1.84 1.89  1.921
C46 -0.21 -1.97 3.21  0.427
H41 2.03 -0.09 4.91  0.483
H42 1.46 -1.82 6.59  0.388
H43 -0.12 -3.61 6.15  0.432
H44 -1.78 -4.77 4.22  0.378
H45 -2.56 -4.61 1.92  0.425
H46 -1.86 -2.82 0.39  0.445
Br2 -3.40 5.10 6.65  -0.237
C47 -2.86 4.78 4.86  -0.057
C48 -3.13 5.73 3.89  -0.384
C49 -2.73 5.49 2.59  -0.908
C50 -2.06 4.32 2.26  -0.057
C51 -1.80 3.37 3.24  0.119
C52 -2.21 3.59 4.55  -0.693
C53 -1.11 2.07 2.90  0.632
O1 -1.19 1.12 3.67  -0.690
O2 -0.47 2.06 1.80  0.047
H47 -3.64 6.65 4.16  0.404
H48 -2.94 6.22 1.82  0.400
H49 -1.75 4.11 1.25  0.486
H50 -2.03 2.83 5.30  0.556

Entry 7:
C5H10FN | ωB97M-V/def2-TZVPD

**LUMO level**: 0.936 eV
**SMILES string**: C[C@]1(N)C[C@H](F)C1
**HOMO energy**: -8.8 eV
**Gap between HOMO and LUMO**: 9.8 eV
**Maximum force**: 5.78 eV Å⁻¹
**DFT total energy**: -9550.427 eV

Last column: Mulliken charge in e.
Cartesian coordinates (Å):
C1 1.27 -1.41 -1.08  -1.642
C2 0.68 -0.01 -0.45  1.434
C3 -0.74 0.60 -0.73  -1.134
C4 -0.95 0.57 0.83  0.440
C5 0.20 -0.35 1.13  -1.005
H1 0.52 -2.21 -1.24  0.425
H2 1.98 -2.15 -0.36  0.272
H3 1.59 -1.52 -2.03  0.544
H4 1.57 1.81 -0.23  0.141
H5 2.62 0.72 -0.45  0.233
H6 -1.61 0.00 -1.45  0.245
H7 -0.69 1.65 -1.14  0.297
H8 -0.85 1.48 1.48  0.284
H9 0.11 -1.51 1.24  0.324
H10 1.20 0.16 1.74  0.228
N1 1.64 0.97 -0.60  -0.696
F1 -2.30 -0.19 0.94  -0.390

Entry 8:
C18H19BN6Zn | ωB97M-V/def2-TZVPD

**LUMO level**: 0.553 eV
**HOMO energy**: -8.3 eV
**Gap between HOMO and LUMO**: 8.9 eV
**Maximum force**: 2.32 eV Å⁻¹
**DFT total energy**: -77009.621 eV

Last column: Mulliken charge in e.
Cartesian coordinates (Å):
H1 -0.03 3.14 0.43  0.487
N1 0.28 1.80 -1.18  -0.297
B1 0.71 0.75 -3.52  0.359
N2 0.62 1.94 -2.49  0.487
C1 0.77 3.26 -2.76  -0.074
Zn1 0.00 0.00 -0.38  -0.480
H2 1.04 3.58 -3.77  0.425
C2 0.53 4.00 -1.60  -0.998
H3 0.56 5.08 -1.47  0.361
C3 0.22 3.03 -0.62  0.026
H4 1.19 1.21 -4.53  -0.140
C4 -2.17 -2.84 1.19  -0.872
H5 -2.45 -3.20 2.19  0.275
H6 -1.14 -3.35 1.00  0.199
H7 -2.80 -3.27 0.40  0.286
N3 -0.69 0.17 -3.82  0.360
N4 1.65 -0.33 -2.94  0.459
N5 -1.50 -0.34 -2.86  -0.501
N6 1.53 -0.79 -1.67  -0.533
C5 -1.30 0.16 -5.04  -0.233
C6 2.66 -0.98 -3.57  -0.131
H8 -0.79 0.53 -5.93  0.392
H9 2.91 -0.74 -4.60  0.429
C7 -2.57 -0.37 -4.87  -0.784
C8 3.22 -1.89 -2.67  -0.947
C9 -2.64 -0.67 -3.49  -0.272
C10 2.48 -1.73 -1.49  0.010
H10 -3.33 -0.54 -5.64  0.361
H11 4.06 -2.57 -2.85  0.362
H12 -3.46 -1.11 -2.92  0.399
H13 2.58 -2.22 -0.52  0.448
H14 -2.25 -1.73 1.15  0.108
C11 0.07 -0.09 1.66  -2.822
C12 0.01 -0.07 2.89  2.713
C13 -0.03 -0.07 4.37  0.426
C14 -1.11 0.50 5.09  -0.532
C15 -1.03 0.63 6.49  -0.427
C16 0.05 0.11 7.19  -0.383
C17 1.07 -0.55 6.50  -0.453
C18 1.04 -0.61 5.10  -0.397
H15 -1.98 0.88 4.59  0.411
H16 -1.82 1.13 7.05  0.364
H17 0.10 0.21 8.27  0.360
H18 1.88 -1.00 7.06  0.366
H19 1.87 -1.07 4.58  0.403